# 1
Below is a molecular structure, C22H19CsN2O2, with properties calculated with wB97M-V/def2-TZVPD.

Geometry as XYZ:
```
46
Properties=species:S:1:pos:R:3:mulliken_charge:R:1
Cs 0.1675 0.3363 0.3363 0.984
C 2.6000 4.1281 -2.0604 -1.221
C 2.4324 3.0129 -1.0139 0.478
O 1.4227 2.2709 -1.1558 -0.729
C 3.4274 2.9542 -0.0412 -0.463
C 3.6188 2.0376 1.0542 0.491
C 4.8998 2.2570 1.8455 -1.080
N 2.8051 1.0785 1.3813 -0.329
N 3.2805 0.3353 2.4758 -0.294
C 2.5389 -0.6997 2.7947 0.203
O 1.4573 -1.1366 2.2940 -0.875
C 3.1099 -1.4866 3.9594 0.221
C 2.4274 -2.6154 4.4083 -0.401
C 2.9239 -3.3824 5.4540 -0.575
C 4.1165 -3.0339 6.0726 -0.268
C 4.8037 -1.9058 5.6354 -0.593
C 4.3061 -1.1413 4.5916 -0.156
H 1.7180 4.1410 -2.6992 0.365
H 3.4842 3.9525 -2.6794 0.240
H 2.7164 5.1059 -1.5867 0.298
H 4.2012 3.7091 -0.1378 0.059
H 5.4615 3.1014 1.4446 0.312
H 5.5195 1.3590 1.8193 0.247
H 4.6714 2.4334 2.8982 0.258
H 1.5022 -2.8641 3.9047 0.369
H 2.3774 -4.2588 5.7870 0.346
H 4.5084 -3.6333 6.8875 0.345
H 5.7371 -1.6244 6.1123 0.348
H 4.8267 -0.2635 4.2329 0.361
C -6.4738 3.4386 -0.4533 -0.241
C -5.0789 3.6571 -0.4337 -0.642
C -4.2264 2.5982 -0.2653 -0.536
C -4.6833 1.2628 -0.1068 0.266
C -3.7188 0.2028 0.0583 -0.696
C -4.3134 -1.0476 0.1883 -0.284
C -5.7076 -1.2838 0.1704 -0.557
C -6.5962 -0.2533 0.0148 -0.726
C -6.0971 1.0619 -0.1316 0.938
C -6.9652 2.1707 -0.3053 -0.762
H -7.1523 4.2753 -0.5875 0.338
H -4.6884 4.6618 -0.5541 0.346
H -3.1524 2.7447 -0.2511 0.485
H -3.6840 -1.9300 0.3187 0.285
H -6.0832 -2.2998 0.2836 0.296
H -7.6693 -0.4244 -0.0014 0.279
H -8.0379 1.9930 -0.3212 0.272
```

Properties
* highest occupied orbital energy: -0.7 eV
* HOMO-LUMO gap: 4.92 eV
* energy: -30744.738 eV
* net charge: -2
* multiplicity: 1
* energy relative to the best compared isomer or geometry (same formula, charge and spin): 0.0 kJ/mol



# 2
Below is a molecular structure, C3H5N2P at a distorted geometry, with properties calculated with wB97M-V/def2-TZVPD.

Geometry as XYZ:
```
11
Properties=species:S:1:pos:R:3:mulliken_charge:R:1
C -2.5050 -0.8173 -0.1308 0.204
C -1.2497 1.5122 0.5072 -0.371
C 1.3303 -0.2819 -0.0767 -0.957
N -1.1991 -1.0919 -0.2833 -0.514
N -3.0092 0.3381 -0.0421 -0.482
P -0.3823 0.2626 -0.1736 0.431
H -3.1775 -1.6690 -0.2526 0.365
H -1.4847 2.4973 0.1106 0.287
H 1.6263 -0.0612 0.9329 0.327
H 1.8195 0.0571 -0.9801 0.342
H 1.4531 -1.2954 -0.2200 0.366
```

Properties
* highest occupied orbital energy (spin up / spin down): -9.0 / -8.9 eV
* HOMO-LUMO gap (spin up / spin down): 8.40 / 8.40 eV
* energy: -15455.688 eV
* net charge: 0
* multiplicity: 1
* energy relative to the best compared isomer or geometry (same formula, charge and spin): 447.3 kJ/mol



# 3
Below is a molecular structure, C5H8N2 at a distorted geometry, with properties calculated with wB97M-V/def2-TZVPD.

Geometry as XYZ:
```
15
Properties=species:S:1:pos:R:3:mulliken_charge:R:1
C 1.7633 -0.6872 -0.4815 -0.690
C 0.6455 -0.0107 0.9458 -0.711
N 0.4451 0.4492 -0.7099 -0.491
C -0.6281 0.3136 0.2677 1.391
C -1.6512 -0.7647 -0.0192 -1.391
C -1.1994 1.6172 0.5867 -0.159
N -1.6618 2.6450 0.8551 -0.485
H 2.5678 -0.7442 0.2572 0.281
H 1.3357 -1.6726 -0.6392 0.236
H 2.2185 -0.3329 -1.4200 0.365
H 1.0848 0.8872 1.4009 0.327
H 0.7722 1.4110 -0.7925 0.359
H -1.1301 -1.6981 -0.2449 0.312
H -2.2789 -0.9248 0.8624 0.317
H -2.2834 -0.4882 -0.8685 0.339
```

Properties
* highest occupied orbital energy: -8.2 eV
* HOMO-LUMO gap: 9.06 eV
* energy: -8289.086 eV
* net charge: 0
* multiplicity: 1
* energy relative to the best compared isomer or geometry (same formula, charge and spin): 570.3 kJ/mol



# 4
Below is a molecular structure, C9H10N2O4Tl at a distorted geometry, with properties calculated with wB97M-V/def2-TZVPD.

Geometry as XYZ:
```
26
Properties=species:S:1:pos:R:3:mulliken_charge:R:1
Tl 0.0303 0.8196 -1.7190 0.918
C 0.0791 1.9570 1.7009 0.193
O 0.0947 2.1513 2.8323 -0.170
C 0.0338 3.6175 -0.9027 0.135
O 0.0339 4.7611 -0.8934 -0.083
C -2.5475 1.2938 -0.4640 0.110
O -3.6519 1.3974 -0.1968 -0.070
C 2.6182 1.2883 -0.5312 0.121
O 3.7402 1.3886 -0.2787 -0.082
C 0.0326 -0.2839 -5.1805 -0.309
H 0.9591 -0.8559 -5.0977 0.356
H -0.8917 -0.8557 -5.0743 0.360
C 0.0292 1.0262 -5.5008 -0.157
H -0.8977 1.5835 -5.6562 0.338
H 0.9530 1.5819 -5.6793 0.336
C -1.2703 -1.7828 3.4382 -0.843
N -0.0468 -1.8405 2.6558 0.131
C 1.1369 -2.3393 3.3371 -0.769
C -0.0105 -1.3604 1.4327 0.410
N 0.0123 -0.8233 0.3808 -0.271
H -1.5475 -2.8115 3.7036 0.408
H -2.1045 -1.3381 2.8663 0.392
H -1.1379 -1.1738 4.3468 0.398
H 1.5591 -3.1606 2.7376 0.390
H 1.9202 -1.5574 3.3944 0.384
H 0.8738 -2.6830 4.3482 0.372
```

Properties
* highest occupied orbital energy (spin up / spin down): -20.8 / -20.9 eV
* HOMO-LUMO gap (spin up / spin down): 6.42 / 5.93 eV
* energy: -25322.555 eV
* net charge: +3
* multiplicity: 1



# 5
Below is a molecular structure, C63H78ClN5O3PRbS, with properties calculated with wB97M-V/def2-TZVPD.

Geometry as XYZ:
```
153
Properties=species:S:1:pos:R:3:mulliken_charge:R:1
Rb 0.3894 0.4776 0.2963 0.439
C 4.2494 -6.5503 -2.0309 -2.237
C 3.7140 -6.6626 -0.6028 2.203
C 2.8503 -7.9298 -0.5162 -1.703
C 4.9164 -6.8066 0.3446 -1.738
C 2.8784 -5.4476 -0.2079 -0.927
C 2.6588 -4.3913 -1.0300 0.288
C 1.9233 -3.2437 -0.5946 -2.097
N 1.7117 -2.1442 -1.3134 0.299
C 1.7661 -2.0097 -2.6281 -1.237
C 1.6881 -3.0823 -3.5844 -0.377
C 1.7204 -2.8482 -4.9177 0.210
C 1.8648 -1.4832 -5.3650 -0.557
C 1.8999 -0.3973 -4.5554 0.279
C 1.8081 -0.6056 -3.0935 0.922
O 1.7937 0.3317 -2.2968 -0.770
C 1.9754 1.0304 -5.0996 2.700
C 3.1998 1.7489 -4.5093 -1.926
C 0.6993 1.8046 -4.7272 -1.637
C 2.1059 1.0532 -6.6234 -2.457
C 1.5732 -3.9426 -5.9714 2.407
C 1.4940 -5.3343 -5.3475 -2.241
C 2.7876 -3.9113 -6.9140 -1.862
C 0.2955 -3.7102 -6.7943 -1.697
C 1.4408 -3.1481 0.7944 0.798
O 0.8342 -2.1446 1.1849 -0.006
C 1.6875 -4.3174 1.6549 -0.282
C 2.3453 -5.3832 1.1276 -0.192
C 1.2650 -4.2566 3.1218 2.787
C 2.0203 -3.1016 3.8021 -1.832
C -0.2464 -4.0050 3.2462 -1.551
C 1.5882 -5.5504 3.8707 -2.405
H 4.8222 -7.4481 -2.2783 0.496
H 4.9081 -5.6864 -2.1429 0.395
H 3.4353 -6.4570 -2.7530 0.302
H 3.4506 -8.8194 -0.7330 0.479
H 2.0325 -7.8789 -1.2390 0.339
H 2.4121 -8.0484 0.4766 0.273
H 5.5420 -7.6535 0.0446 0.467
H 4.5990 -6.9691 1.3764 0.336
H 5.5253 -5.9002 0.3201 0.361
H 3.1195 -4.3438 -2.0066 1.140
H 1.5079 -4.0762 -3.1991 0.673
H 1.8972 -1.3196 -6.4350 0.351
H 3.1296 1.7983 -3.4249 0.308
H 3.2493 2.7704 -4.8985 0.449
H 4.1211 1.2268 -4.7871 0.388
H 0.5931 1.9124 -3.6483 0.347
H -0.1793 1.2872 -5.1184 -0.051
H 0.7286 2.8073 -5.1626 0.680
H 3.0034 0.5265 -6.9628 0.454
H 2.1800 2.0920 -6.9529 0.448
H 1.2335 0.6101 -7.1126 0.354
H 2.3867 -5.5556 -4.7577 0.320
H 1.4140 -6.0839 -6.1394 0.499
H 0.6210 -5.4361 -4.6991 0.383
H 3.7138 -3.9989 -6.3414 0.365
H 2.8314 -2.9814 -7.4840 0.287
H 2.7386 -4.7410 -7.6258 0.503
H -0.5852 -3.7759 -6.1519 0.202
H 0.2027 -4.4616 -7.5854 0.535
H 0.2964 -2.7219 -7.2588 0.254
H 2.5182 -6.2423 1.7644 0.445
H 1.7621 -2.1484 3.3416 0.323
H 3.1009 -3.2492 3.7205 0.334
H 1.7552 -3.0561 4.8629 0.444
H -0.5111 -3.0430 2.8129 0.044
H -0.5368 -4.0069 4.3014 0.547
H -0.8129 -4.7890 2.7335 0.315
H 2.6610 -5.7629 3.8805 0.398
H 1.0669 -6.4084 3.4352 0.411
H 1.2595 -5.4483 4.9074 0.446
Cl 0.6578 7.2317 3.0799 -0.327
C 0.8344 5.4919 2.8706 0.277
C 2.0871 4.9654 2.5014 -0.456
C 2.2450 3.6196 2.3547 -0.780
C 1.1773 2.6699 2.5810 0.077
O 1.3776 1.4341 2.4700 -0.863
C -0.1005 3.2616 2.9205 1.296
C -1.2919 2.4910 3.1229 -0.620
N -1.3971 1.2148 3.0562 -0.001
C -2.5210 0.5599 3.4872 -0.230
C -3.2662 0.9516 4.5857 -0.253
C -4.3721 0.2033 5.0346 -0.821
C -4.7383 -0.9578 4.4139 -1.068
C -3.9888 -1.4147 3.3011 1.078
C -4.3054 -2.6053 2.6094 -1.016
C -3.5452 -2.9967 1.5494 -0.706
C -2.4489 -2.1897 1.1737 -0.144
N -2.1383 -1.0726 1.7725 1.033
C -2.8852 -0.6685 2.8308 0.023
C -0.2283 4.6606 3.0523 -0.899
H 2.9120 5.6433 2.3179 0.358
H 3.2000 3.2046 2.0553 0.422
H -2.1912 3.0927 3.3423 0.369
H -2.9677 1.8442 5.1219 0.583
H -4.9260 0.5488 5.9002 0.378
H -5.5877 -1.5380 4.7568 0.403
H -5.1633 -3.1881 2.9289 0.396
H -3.7647 -3.9027 0.9978 0.460
H -1.7941 -2.4959 0.3630 -0.073
H -1.1988 5.0762 3.3006 0.324
C -3.3424 1.7098 -4.8540 -1.749
C -4.1681 1.3780 -3.6040 2.019
C -5.5701 0.9237 -4.0142 -1.772
C -4.3039 2.6640 -2.7803 -1.595
P -3.1499 0.1632 -2.5470 0.400
C -4.4422 -0.2359 -1.2909 1.296
C -5.4485 -1.1995 -1.3662 -0.049
C -6.3954 -1.3299 -0.3580 -0.808
C -6.3532 -0.4978 0.7518 -0.932
C -5.3427 0.4472 0.8584 -0.277
C -4.3898 0.5641 -0.1445 -1.346
C -2.8351 -1.4144 -3.5457 2.925
C -3.8788 -1.9471 -4.5262 -2.017
C -2.4803 -2.4869 -2.5047 -1.596
C -1.5462 -1.1347 -4.3334 -1.679
H -3.7673 2.5904 -5.3477 0.569
H -3.3397 0.8892 -5.5764 0.252
H -2.3097 1.9499 -4.5895 0.181
H -6.0583 1.7469 -4.5497 0.550
H -6.1833 0.6869 -3.1442 0.276
H -5.5609 0.0566 -4.6757 0.207
H -4.7256 3.4481 -3.4188 0.542
H -3.3483 3.0295 -2.3958 -0.020
H -4.9780 2.5260 -1.9320 0.326
H -5.5148 -1.8563 -2.2222 -0.048
H -7.1652 -2.0896 -0.4400 0.415
H -7.0875 -0.6002 1.5424 0.364
H -5.2759 1.0747 1.7398 0.439
H -3.5845 1.2856 -0.0413 0.751
H -4.8477 -2.1456 -4.0695 0.194
H -3.5145 -2.8915 -4.9510 0.420
H -4.0322 -1.2549 -5.3548 0.472
H -3.3099 -2.7191 -1.8348 0.403
H -1.6334 -2.1572 -1.8963 0.206
H -2.1784 -3.4070 -3.0179 0.460
H -1.7225 -0.4887 -5.1946 0.296
H -1.1221 -2.0755 -4.6980 -0.238
H -0.7963 -0.6576 -3.7020 0.125
C -2.5657 6.2020 -5.0687 -1.170
C -1.4124 5.6730 -4.2550 1.008
C -0.0968 5.8472 -4.6696 -0.688
C 0.8621 5.2543 -3.8582 -0.256
N 0.5875 4.5861 -2.7578 -0.398
C -0.7266 4.4939 -2.3799 -0.294
S -1.1314 3.6574 -0.9471 -0.128
N -1.7310 5.0175 -3.1521 -0.432
H -2.2253 6.8914 -5.8436 0.378
H -3.2745 6.7086 -4.4136 0.298
H -3.0939 5.3727 -5.5452 0.141
H 0.1601 6.3958 -5.5664 0.305
H 1.9167 5.3096 -4.1280 0.412
```

Properties
* highest occupied orbital energy: -1.9 eV
* HOMO-LUMO gap: 5.19 eV
* energy: -113496.657 eV
* net charge: -2
* multiplicity: 1
* energy relative to the best compared isomer or geometry (same formula, charge and spin): 28.2 kJ/mol